Model one:
Entry from the OMol25 dataset: a 2-piece molecular cluster, C9H14 overall (ωB97M-V with the def2-TZVPD basis set).

```
23
Properties=species:S:1:pos:R:3
C -3.7387 0.7034 1.0092
C -2.5425 0.0036 0.4176
C -2.0021 -1.1195 1.0269
C -0.7811 -1.6188 0.6066
C -0.0647 -0.9878 -0.3996
C -0.5773 0.1685 -0.9479
C -1.8686 0.6082 -0.6269
H -4.4144 1.1920 0.3092
H -3.3182 1.4863 1.6310
H -4.3764 0.1271 1.6732
H -2.5123 -1.4562 1.9236
H -0.3574 -2.4779 1.1121
H 0.9294 -1.3217 -0.6677
H -0.0786 0.7226 -1.7306
H -2.2404 1.4629 -1.1754
C 3.3691 0.7972 -1.1292
C 3.6410 -0.1014 0.0634
H 2.7562 1.6526 -0.8457
H 4.2576 1.0201 -1.7070
H 2.7321 0.2700 -1.8542
H 4.5779 -0.6375 0.0490
H 3.6537 0.4385 0.9968
H 2.9559 -0.9321 0.2655
```

charge = 0
structure (SMILES) = Cc1ccccc1.CC

=====

Model two:
Entry from the OMol25 dataset: a 2-piece molecular cluster, C9H14 overall (ωB97M-V with the def2-TZVPD basis set).

```
23
Properties=species:S:1:pos:R:3
C -2.6963 0.2835 -1.3135
C -1.5296 0.6044 -0.4153
C -0.8809 -0.3989 0.2912
C 0.0835 -0.0615 1.2348
C 0.3966 1.2620 1.4737
C -0.2081 2.2652 0.7304
C -1.1850 1.9290 -0.1923
H -2.3761 -0.0798 -2.2898
H -3.2812 1.1823 -1.4957
H -3.3632 -0.4488 -0.8523
H -1.1604 -1.4200 0.0625
H 0.5598 -0.8651 1.7885
H 1.0270 1.5336 2.3077
H 0.1619 3.2756 0.8565
H -1.7846 2.7036 -0.6524
C 3.1462 -1.8235 -0.4755
C 1.9281 -2.7394 -0.6023
H 3.4977 -1.8571 0.5519
H 3.9518 -2.2088 -1.1008
H 2.9270 -0.7924 -0.7417
H 2.0069 -3.6216 0.0337
H 1.6397 -2.9546 -1.6285
H 1.0301 -2.3248 -0.1221
```

charge = 0
structure (SMILES) = Cc1ccccc1.CC

=====

Model three:
Entry from the OMol25 dataset: a 2-piece molecular cluster, C9H14 overall (ωB97M-V with the def2-TZVPD basis set).

```
23
Properties=species:S:1:pos:R:3
C -2.4884 0.1576 -1.5362
C -1.1779 0.8231 -1.0932
C 0.0070 0.0621 -1.1204
C 1.2399 0.7608 -0.8951
C 1.2692 2.0905 -0.6965
C 0.0565 2.8456 -0.7558
C -1.1669 2.2142 -0.8542
H -2.8193 -0.7904 -0.9581
H -2.4243 -0.2231 -2.5768
H -3.3978 0.7934 -1.3677
H 0.0918 -1.0027 -1.2821
H 2.2152 0.1809 -0.9500
H 2.2745 2.6784 -0.3684
H -0.1072 3.9783 -0.7537
H -2.0762 2.5836 -1.0518
C 0.7400 -2.8112 1.7118
C 1.4280 -1.6200 2.3916
H 1.5141 -3.3730 1.2808
H 0.1430 -3.1581 2.4899
H -0.0317 -2.6149 0.8398
H 0.5887 -0.7714 2.6129
H 2.1073 -1.8393 3.2317
H 2.0146 -0.9643 1.7016
```

charge = 0
structure (SMILES) = Cc1ccccc1.CC

=====

Model four:
Entry from the OMol25 dataset: a 2-piece molecular cluster, C9H14 overall (ωB97M-V with the def2-TZVPD basis set).

```
23
Properties=species:S:1:pos:R:3
C 3.0129 0.6792 -0.0355
C 1.8331 0.3463 0.8191
C 0.5965 0.9766 0.6078
C -0.5510 0.3715 1.0034
C -0.5493 -0.8836 1.6268
C 0.6699 -1.4184 2.0355
C 1.8582 -0.7903 1.6151
H 3.0141 0.1234 -0.9691
H 3.9957 0.5016 0.4283
H 3.1907 1.7275 -0.3064
H 0.6560 1.9078 0.0554
H -1.5208 0.8518 0.9190
H -1.4933 -1.3628 1.8394
H 0.6739 -2.3650 2.5462
H 2.7990 -1.3191 1.7150
C -2.8021 0.9787 -3.0746
C -2.9772 -0.5058 -2.8291
H -1.8508 1.3449 -3.4629
H -3.5479 1.4380 -3.7259
H -3.0618 1.5421 -2.1758
H -2.9416 -1.1234 -3.7303
H -2.0990 -0.9116 -2.3238
H -3.9287 -0.5796 -2.3094
```

charge = 0
structure (SMILES) = Cc1ccccc1.CC

=====

Relative calculated energies, zero for the most stable structure, unit kcal/mol: model one 4.4; model two 0.0; model three 41.3; model four 10.1.

=====

Model one:
Entry from the OMol25 dataset: a 2-piece molecular cluster, C9H14 overall (ωB97M-V with the def2-TZVPD basis set).

```
23
Properties=species:S:1:pos:R:3
C 1.0606 0.9753 4.0026
C 0.3526 0.5996 2.7247
C 0.0180 -0.7228 2.4526
C -0.6269 -1.0692 1.2651
C -0.9291 -0.1023 0.3188
C -0.6099 1.2221 0.5964
C 0.0288 1.5729 1.7807
H 0.7863 0.2710 4.7811
H 0.7703 1.9814 4.2868
H 2.1388 0.8906 3.8780
H 0.1800 -1.5124 3.1761
H -0.9138 -2.1094 1.1303
H -1.3910 -0.3399 -0.6287
H -0.7855 1.9913 -0.1404
H 0.3410 2.5920 1.9615
C -0.2150 -0.6857 -3.1899
C 0.1077 -0.8902 -4.6739
H -1.2807 -0.5350 -3.0451
H 0.1174 -1.5531 -2.6315
H 0.3039 0.1862 -2.8032
H -0.2155 -1.8617 -5.0387
H -0.3996 -0.1489 -5.3116
H 1.1616 -0.7517 -4.8918
```

charge = 0
structure (SMILES) = Cc1ccccc1.CC

=====

Model two:
Entry from the OMol25 dataset: a 2-piece molecular cluster, C9H14 overall (ωB97M-V with the def2-TZVPD basis set).

```
23
Properties=species:S:1:pos:R:3
C -3.4923 -0.7843 0.5395
C -2.4780 0.1321 -0.1105
C -1.6761 0.9819 0.6140
C -0.6788 1.7071 0.0283
C -0.4262 1.5194 -1.3065
C -1.1642 0.5931 -1.9885
C -2.2430 -0.1126 -1.4382
H -3.0703 -1.3693 1.4916
H -3.9141 -1.5880 0.0422
H -4.3569 -0.2754 0.9710
H -2.0700 0.9802 1.7230
H -0.0994 2.3656 0.6907
H 0.3606 2.0683 -1.8139
H -0.9917 0.4815 -3.0960
H -2.7195 -0.7717 -2.2129
C 2.9828 -0.8658 0.9260
C 4.4210 -0.5567 0.5036
H 2.8281 -0.8028 2.0281
H 2.1713 -0.2425 0.5324
H 2.5606 -1.8882 0.6644
H 4.5033 -1.0564 -0.5094
H 4.9823 -1.0384 1.3052
H 4.5704 0.5230 0.4162
```

charge = 0
structure (SMILES) = Cc1ccccc1.CC

=====

Model three:
Entry from the OMol25 dataset: a 2-piece molecular cluster, C9H14 overall (ωB97M-V with the def2-TZVPD basis set).

```
23
Properties=species:S:1:pos:R:3
C 1.5081 3.2070 1.3719
C 0.7484 2.1540 0.5608
C -0.5640 2.4199 0.2864
C -1.3092 1.4072 -0.3724
C -0.6727 0.2133 -0.6546
C 0.6968 -0.0001 -0.4201
C 1.4139 0.9470 0.2575
H 1.3996 4.1800 0.8901
H 2.5608 2.9405 1.4587
H 1.1181 3.3134 2.3849
H -0.9458 3.4134 0.4739
H -2.3589 1.4806 -0.6114
H -1.3556 -0.5569 -0.9958
H 1.0793 -0.9783 -0.6624
H 2.4433 0.7937 0.5393
C -0.9673 -3.5189 -0.4732
C -0.6865 -5.0300 -0.5298
H -0.2878 -3.0097 0.2031
H -0.9300 -3.0625 -1.4642
H -2.0034 -3.3419 -0.1768
H -0.9665 -5.4494 -1.4930
H -1.2930 -5.5520 0.2096
H 0.3640 -5.2772 -0.3812
```

charge = 0
structure (SMILES) = Cc1ccccc1.CC

=====

Model four:
Entry from the OMol25 dataset: a 2-piece molecular cluster, C9H14 overall (ωB97M-V with the def2-TZVPD basis set).

```
23
Properties=species:S:1:pos:R:3
C 0.2483 0.6259 2.9345
C 0.4707 -0.1699 1.6986
C 1.7758 -0.3284 1.2110
C 1.9814 -1.0013 0.0206
C 0.8614 -1.4806 -0.6668
C -0.4429 -1.3804 -0.1773
C -0.6084 -0.7037 1.0155
H 0.2440 0.0144 3.8538
H -0.6429 1.2474 3.0045
H 1.0744 1.2870 3.2253
H 2.6041 0.1648 1.6998
H 2.9126 -1.2413 -0.4678
H 1.0442 -1.9884 -1.6074
H -1.1515 -1.8223 -0.8625
H -1.6010 -0.5842 1.4373
C -1.0467 1.3627 -2.2532
C -2.3056 1.9150 -2.8974
H -1.0736 0.2768 -2.1389
H -0.0714 1.4240 -2.7402
H -0.9889 1.8185 -1.2646
H -2.5709 1.4929 -3.8753
H -2.2787 3.0014 -2.9631
H -3.2210 1.6538 -2.3596
```

charge = 0
structure (SMILES) = Cc1ccccc1.CC

=====

Relative calculated energies, zero for the most stable structure, unit kcal/mol: model one 0.0; model two 30.1; model three 6.9; model four 11.2.

=====

Model one:
Entry from the OMol25 dataset: a 2-piece molecular cluster, C9H14 overall (ωB97M-V with the def2-TZVPD basis set).

```
23
Properties=species:S:1:pos:R:3
C 0.6559 -1.6134 2.1272
C 0.1524 -0.3585 1.4681
C 0.2986 -0.1641 0.0746
C 0.0844 1.0865 -0.4496
C -0.3835 2.1292 0.3704
C -0.7099 1.8589 1.6823
C -0.5194 0.5811 2.2440
H 1.2920 -1.5050 3.0074
H 1.2040 -2.2597 1.4338
H -0.2029 -2.2067 2.4853
H 0.6548 -0.9844 -0.5337
H 0.2613 1.3156 -1.4986
H -0.5564 3.1304 -0.0098
H -0.9854 2.6164 2.4069
H -0.8947 0.2959 3.2154
C -0.6271 -1.2773 -2.9041
C 0.8274 -1.1087 -3.2799
H -0.9459 -2.3094 -3.0355
H -0.7891 -1.1210 -1.8135
H -1.2695 -0.5649 -3.4173
H 1.4030 -0.5068 -2.5550
H 0.9976 -0.6020 -4.2329
H 1.4034 -2.0322 -3.2885
```

charge = 0
structure (SMILES) = Cc1ccccc1.CC

=====

Model two:
Entry from the OMol25 dataset: a 2-piece molecular cluster, C9H14 overall (ωB97M-V with the def2-TZVPD basis set).

```
23
Properties=species:S:1:pos:R:3
C 0.2225 -2.4998 1.0677
C -0.5787 -1.2702 0.9560
C -1.6229 -1.1607 0.0740
C -2.4206 -0.0976 0.0395
C -2.1204 0.9484 0.9013
C -1.0492 0.9583 1.8190
C -0.2796 -0.1291 1.8755
H 0.7772 -2.7470 1.9155
H 1.1099 -2.4557 0.3832
H -0.3566 -3.3295 0.8831
H -1.8730 -2.1027 -0.4888
H -3.2024 -0.1798 -0.6206
H -2.6042 1.8303 0.7780
H -0.7530 1.6867 2.5425
H 0.5499 -0.2675 2.4909
C 1.5277 0.9521 -2.4358
C 2.0362 1.7790 -1.2509
H 2.3357 0.8957 -3.1429
H 1.0858 -0.0279 -2.1582
H 0.5735 1.3392 -2.8788
H 1.5812 1.5641 -0.3509
H 1.9217 2.7342 -1.5357
H 3.1393 1.5794 -0.8637
```

charge = 0
structure (SMILES) = Cc1ccccc1.CC

=====

Model three:
Entry from the OMol25 dataset: a 2-piece molecular cluster, C9H14 overall (ωB97M-V with the def2-TZVPD basis set).

```
23
Properties=species:S:1:pos:R:3
C 1.0678 2.5190 -0.6992
C 0.3295 1.2508 -0.9977
C 0.3292 0.8437 -2.3468
C -0.3270 -0.3514 -2.6701
C -0.5610 -1.3022 -1.6145
C -0.4446 -0.8008 -0.3169
C -0.1541 0.5876 0.0555
H 2.0215 2.1090 -0.2685
H 0.4739 3.1695 -0.1164
H 1.2515 2.9041 -1.6781
H 0.8626 1.5341 -2.9786
H -0.4502 -0.6296 -3.6967
H -0.8351 -2.3292 -1.7868
H -0.6349 -1.3913 0.6079
H -0.1805 0.8029 1.0984
C -0.8566 -0.9227 3.4482
C 0.4018 -1.6578 3.2248
H -0.6437 0.0932 3.6969
H -1.6093 -0.7273 2.6639
H -1.4472 -1.3324 4.1216
H 1.1286 -1.0042 3.6203
H 0.7230 -1.7994 2.1847
H 0.6300 -2.3966 4.0322
```

charge = 0
structure (SMILES) = Cc1ccccc1.CC

=====

Relative calculated energies, zero for the most stable structure, unit kcal/mol: model one 0.0; model two 31.4; model three 39.5.